# 1
Computed, not measured: C22H36F2FeO22 as an isolated structure, with ωB97M-V/def2-TZVPD.

Properties
2S+1 = 6
Gap between HOMO and LUMO (spin up / spin down) = 8.04 / 5.81 eV
LUMO level (spin up / spin down) = -4.301 / -6.529 eV
Charge = +1
HOMO (spin up / spin down) = -12.338 / -12.338 eV
Calculated total energy = -3978.3798 a.u.

Atoms and positions in Å:
Fe -1.51063 -3.05926 0.49550
F 2.57642 -0.62562 -1.72810
F -0.20951 3.03044 -2.77432
O 5.37841 2.31507 0.84712
O -4.22414 -0.30864 -3.33188
O -1.10769 -1.34328 -0.79098
O -2.50731 -3.07304 4.76384
O -0.71173 -4.77066 1.47189
O 3.16838 -2.76178 -1.35970
O 1.05932 2.14885 -4.49948
O -5.29343 1.46506 -2.87636
O 2.13391 0.17020 -4.69576
O 3.31807 -4.99121 -1.45925
O 0.17555 -3.97089 -0.32037
O 1.19293 4.14405 2.46565
O 3.51504 1.64745 1.88868
O 0.69581 2.26621 3.29157
O -3.56217 -1.55791 3.73021
O 4.34469 3.63641 2.33457
O 2.16015 -3.82440 -3.01254
O -0.32481 -1.37577 1.08809
O -2.09112 -2.76961 2.55860
O -0.92689 3.81583 3.19817
O -0.01137 0.27295 -4.03996
O -3.54014 0.84666 -1.54133
C 3.34865 0.53951 0.97164
C 0.22175 3.46997 3.01122
C -0.03597 0.76271 -0.12807
C 2.92262 -1.77535 -2.34836
C -3.15655 -1.22767 -3.41524
C 0.90273 5.39144 1.80190
C 4.46457 2.51416 1.60593
C 1.10971 -6.03645 0.49344
C 1.74879 -2.46987 -3.01924
C -1.04290 1.23435 -4.16087
C -5.34699 2.80388 -2.40796
C -1.69479 -4.24876 4.75830
C 5.33483 4.62406 2.15941
C 0.12253 -4.90858 0.55522
C 2.90124 -3.96318 -1.89280
C -0.46504 -0.65469 0.04827
C -0.14755 1.18060 3.58500
C 1.15066 0.79364 -4.51222
C -2.71343 -2.52374 3.58825
C -3.73115 -0.50611 2.78152
C -0.23699 2.51854 -4.03791
C -4.22770 0.74964 -2.52746
H -4.53752 3.37121 -2.88011
H -0.48423 3.36492 -4.67922
H 6.07800 4.36968 1.40754
H 2.08192 -5.63838 0.78570
H -0.29818 0.58398 2.68623
H 5.85070 4.78319 3.10859
H -4.10693 0.41000 3.21930
H -5.18023 3.00827 -1.34854
H -2.31024 -0.87259 -3.99994
H 0.37309 0.61872 4.35991
H 3.97111 -0.29440 1.30210
H -3.44558 -2.08530 -4.02002
H 2.32416 0.22455 1.12885
H -1.47160 1.26320 -5.16576
H -4.41764 -0.84341 2.00231
H 3.74170 0.87056 0.01475
H 1.69946 5.47726 1.06509
H -0.85510 -4.19286 4.05745
H 4.97627 5.62599 1.91400
H 0.69996 0.94064 -0.91184
H -0.96404 1.21503 -0.49335
H 1.02510 6.16226 2.55850
H 3.73263 -1.65569 -3.07014
H -2.85886 -1.53108 -2.41543
H 1.50127 -2.02052 -3.97631
H -2.27878 -5.12267 4.48375
H -2.78197 -0.34122 2.26753
H 0.33681 1.28001 0.75031
H -1.85384 1.22351 -3.44026
H -1.11498 1.45144 4.00951
H -6.28960 3.25066 -2.70557
H 1.24076 -6.53366 -0.46170
H 0.72895 -6.71592 1.25734
H -0.04708 5.39105 1.27615
H 0.91478 -2.20546 -2.35761
H -1.10702 -4.42817 5.65705

# 2
Computed, not measured: C22H36GaN2O9P2 as an isolated structure, with ωB97M-V/def2-TZVPD.

Properties
Gap between HOMO and LUMO = 4.78 eV
LUMO level = 1.004 eV
Charge = -1
HOMO = -3.780 eV
Calculated total energy = -4253.7715 a.u.

Atoms and positions in Å:
Ga -0.76839 0.93964 -0.18884
P 2.95995 0.24461 1.70587
P -1.87579 2.43793 -1.62847
O 3.95567 1.14650 2.81195
O 3.34747 7.47072 -7.51569
O -4.88089 -3.91782 2.90193
O 3.76087 -1.10067 0.93384
O 1.63426 -0.37126 2.38562
O -0.83404 2.60035 -3.03628
O 3.76110 5.31658 -7.56137
O -6.57132 -5.24281 3.34953
O -3.43743 1.79197 -2.08818
N 3.16986 6.31125 -7.11552
N -5.48674 -4.99528 2.80321
C -2.07732 0.30213 1.33287
C 3.24721 1.50321 4.05026
C 1.99184 4.81169 -5.52791
C 1.08278 4.62210 -4.48529
C -1.85165 -1.30050 1.61033
C -3.63080 -5.82769 1.38212
C -2.61132 -2.24409 0.49342
C 2.27922 1.43973 0.32593
C -5.53464 -7.27762 1.83120
C 1.49019 7.19429 -5.51705
C 2.19685 6.10158 -6.03675
C 2.32332 2.87387 3.83649
C -2.27227 -1.79209 3.12927
C -3.04262 -6.84453 0.62747
C 0.77417 2.04640 0.72941
C 5.99081 -2.22232 0.70110
C -3.69390 -8.06974 0.47638
C -4.93780 -8.28598 1.07182
C 0.38319 5.70994 -3.96058
C 5.14770 -0.78452 0.55976
C 0.58159 6.99184 -4.47632
C -4.87505 -6.05127 1.98762
H -2.56582 -2.92834 3.07531
H -0.32042 5.55800 -3.14385
H -2.07406 -6.68306 0.15910
H -6.50291 -7.46290 2.29149
H -2.75119 -1.57650 -0.48388
H -3.11041 -4.87858 1.49040
H 0.65934 3.18820 0.44031
H -0.04405 1.98034 -2.93021
H 7.14752 -2.07594 0.55696
H -3.62128 -2.71302 0.85927
H 5.29836 -0.43916 -0.54890
H 5.69785 -0.03428 1.26948
H -0.23919 -0.39124 -0.90198
H 1.18279 2.65220 3.98045
H 2.58223 3.36597 2.78341
H 2.66667 0.62657 4.56409
H 5.51601 -3.01543 -0.02175
H 1.63589 8.19996 -5.90584
H 3.02510 2.33250 0.11141
H -1.32407 -1.71655 3.81527
H -5.44045 -9.24254 0.94698
H 0.55390 1.96508 1.87930
H 0.03040 7.83413 -4.06404
H 2.10029 0.86869 -0.70450
H -3.22872 -8.86154 -0.10831
H -3.10816 -1.11724 3.62971
H -4.00074 1.57289 -1.28842
H -1.77126 0.88042 2.31655
H -3.18199 0.57471 1.04950
H 2.61173 3.71144 4.63640
H 2.52924 3.95365 -5.92583
H -1.82060 -3.07797 0.17461
H 5.83801 -2.54117 1.84092
H 4.09067 1.83170 4.82852
H -0.67837 -1.49503 1.50792
H 0.92161 3.62583 -4.07905

# 3
Computed, not measured: C22H36N6O3PbSi as an isolated structure, with ωB97M-V/def2-TZVPD.

Properties
Gap between HOMO and LUMO = 9.14 eV
LUMO level = 0.258 eV
Charge = 0
HOMO = -8.885 eV
Calculated total energy = -1896.5264 a.u.

Atoms and positions in Å:
Pb 9.25521 9.45764 13.67184
Si 8.79247 10.59376 9.67432
O 9.87862 7.42509 14.28248
O 10.50137 7.03681 16.39414
O 8.71784 10.67032 11.30034
N 12.52038 6.58015 13.59688
N 11.98760 6.62415 14.82967
N 8.86657 11.99421 15.35003
N 6.69677 11.65254 12.37174
N 7.14736 8.38286 13.85000
N 8.56820 9.18209 16.07002
C 10.72599 7.04009 15.19783
C 6.23392 11.12007 8.55326
C 7.56889 9.15872 7.71269
C 11.06243 7.15365 10.12566
C 12.22761 7.38405 9.34516
C 8.60780 14.65671 8.92841
C 9.07624 12.31457 8.81302
C 6.34346 11.98388 13.41929
C 8.62273 13.40238 9.55801
C 8.27431 11.49738 16.55470
C 7.17530 8.65579 16.23573
C 10.08314 9.28061 9.43062
C 8.88618 10.23290 17.09659
C 9.03500 14.87880 7.61524
C 9.54690 13.77673 6.88658
C 10.07947 8.12806 10.22568
C 7.13612 9.92848 8.97481
C 6.27901 9.00158 9.83435
C 12.20545 8.56439 8.60578
C 6.35479 8.96457 14.99055
C 9.48926 12.54126 7.49133
C 11.27203 9.56178 8.71333
H 8.21297 15.52503 9.48580
H 6.32063 9.99160 14.87774
H 12.92560 6.52634 9.21470
H 9.59014 12.70097 15.44244
H 9.77690 13.88908 5.84360
H 7.92284 8.13488 7.84295
H 6.00057 9.42222 10.87702
H 6.68098 8.51479 12.99002
H 7.24959 7.38739 13.99903
H 5.29882 10.72754 8.13110
H 6.82746 8.04794 10.02663
H 8.09609 13.37860 10.48623
H 5.94449 11.70076 9.45444
H 8.12990 12.40911 14.85827
H 10.00642 10.25780 17.26377
H 9.77707 11.65571 6.86585
H 6.80106 9.09950 6.91352
H 8.29488 9.97188 17.96298
H 5.42487 8.75398 9.16349
H 11.04775 6.32932 10.74593
H 12.43339 6.19036 15.62709
H 5.34344 8.60036 14.94852
H 8.95292 15.89200 7.19591
H 8.43894 9.64517 7.26976
H 7.30690 11.14233 16.30107
H 9.18194 7.90170 10.75967
H 8.20848 12.23682 17.33419
H 7.23225 7.58825 16.41895
H 11.27957 10.47908 8.07822
H 6.76318 11.76129 7.86001
H 9.14506 8.36030 16.23551
H 6.62493 9.07350 17.07695
H 13.02099 8.78072 7.93827
H 13.27820 7.26758 13.40994
H 12.85210 5.62901 13.48414
H 8.04169 11.29190 11.58242

F_max per entry: 0.0707, 0.1173, 0.0536 Eh/bohr